Entry 1:
Density functional theory data (wB97M-V/def2-TZVPD) for 6 unconnected molecules or ions with the total composition C18H32O18S2 in a non-equilibrium geometry.

Element x y z (Å)
C  -3.206  -0.336  -0.900
C  -3.247  1.141  -0.726
O  -4.358  1.300  0.099
S  -4.431  2.792  0.898
C  -6.045  2.751  1.652
O  -3.421  2.825  1.929
O  -4.405  3.851  0.008
H  -3.039  -0.822  -0.034
H  -2.498  -0.859  -1.521
H  -4.298  -0.416  -1.146
H  -2.263  1.513  -0.269
H  -3.254  1.535  -1.703
H  -6.209  3.700  2.214
H  -6.086  1.989  2.384
H  -6.842  2.803  0.930
C  1.332  0.747  3.734
C  2.493  -0.029  4.513
O  1.784  -1.275  4.742
S  2.569  -2.309  5.806
C  1.212  -3.151  6.464
O  3.421  -3.170  5.037
O  3.269  -1.610  6.929
H  0.554  1.093  4.411
H  1.218  -0.115  2.814
H  1.579  1.738  3.546
H  3.232  -0.424  3.985
H  2.838  0.520  5.440
H  0.616  -3.771  6.000
H  0.597  -2.369  6.716
H  1.780  -3.585  7.255
O  -2.874  -3.598  -0.475
C  -1.736  -3.759  -1.044
O  -1.549  -3.669  -2.373
C  -0.207  -3.923  -2.776
C  0.444  -3.989  -1.351
O  -0.659  -4.089  -0.494
H  -0.081  -4.755  -3.325
H  0.135  -3.053  -3.261
H  1.222  -3.293  -1.073
H  0.858  -4.934  -0.976
O  -0.088  2.660  -2.019
C  0.868  3.020  -1.418
O  2.005  3.102  -1.898
C  3.005  3.530  -0.973
C  2.295  3.704  0.278
O  0.975  3.221  -0.063
H  3.622  2.659  -0.798
H  3.482  4.482  -1.299
H  2.103  4.765  0.857
H  2.856  2.912  1.103
O  -0.057  -0.432  0.320
C  1.173  -0.399  -0.091
O  2.236  -0.593  0.658
C  3.428  -0.490  -0.135
C  2.862  -0.420  -1.480
O  1.513  -0.125  -1.259
H  3.880  0.321  0.013
H  3.979  -1.351  -0.094
H  3.038  -1.315  -1.888
H  3.131  0.299  -2.223
O  -3.255  -0.513  -5.300
C  -2.141  -0.104  -5.195
O  -1.615  0.863  -5.971
C  -0.233  1.029  -5.656
C  0.071  -0.041  -4.604
O  -1.259  -0.582  -4.395
H  0.488  1.083  -6.542
H  -0.059  2.212  -5.428
H  0.517  0.481  -3.616
H  0.732  -0.974  -4.943

Summary:
Structure (SMILES): CCOS(C)(=O)=O.CCOS(C)(=O)=O.O=C1OCCO1.O=C1OCCO1.O=C1OCCO1.O=C1OCCO1
Frontier orbital gap in hartree: 0.3533
Calculated total energy in hartree: -2855.41955
HOMO in Ha: -0.366
E_LUMO in eV: -0.34



Entry 2:
Density functional theory data (wB97M-V/def2-TZVPD) for 2 unconnected molecules or ions with the total composition CH6N4O in a non-equilibrium geometry.

Element x y z (Å)
H  -1.212  -1.732  -0.659
N  -0.757  -1.480  0.254
C  -0.847  -0.266  0.479
N  -1.351  0.797  -0.211
H  -0.440  0.022  1.424
H  -0.968  1.645  0.116
H  -1.372  0.714  -1.171
H  3.319  1.078  0.536
N  2.322  1.118  0.331
N  1.601  0.192  0.064
O  2.019  -1.056  -0.313
H  1.249  -1.660  -0.343

Summary:
Structure (SMILES): [H]/N=C\N.[H]/N=N\O
Frontier orbital gap in hartree: 0.3849
Calculated total energy in hartree: -335.85275
HOMO in Ha: -0.346
E_LUMO in eV: 1.07